1.
{
  "formula": "C34H37BFN12O3STi",
  "method": "the ωB97M-V functional and the def2-TZVPD basis",
  "charge": 1,
  "homo_energy_ha": [-0.2443, -0.3598],
  "gap_ha": [0.151, 0.267],
  "multiplicity": 3,
  "relative_energy_kj_mol": 36.2,
  "elements": ["Ti", "C", "C", "N", "N", "C", "B", "N", "C", "C", "C", "N", "N", "C", "C", "C", "N", "H", "H", "H", "H", "H", "H", "H", "H", "H", "H", "C", "N", "C", "C", "N", "C", "S", "C", "C", "C", "C", "C", "N", "H", "H", "H", "H", "H", "H", "H", "H", "H", "C", "C", "N", "C", "C", "C", "O", "O", "C", "O", "C", "C", "C", "F", "C", "C", "C", "N", "C", "C", "N", "C", "C", "H", "H", "H", "H", "H", "H", "H", "H", "H", "H", "H", "H", "H", "H", "H", "H", "H", "H"],
  "coordinates": [[0.11065, 0.13524, -0.50587], [-1.20703, 4.07752, -2.07677], [-0.34500, 2.97976, -2.04282], [-0.69810, 2.14563, -1.07169], [-1.77969, 2.67656, -0.46942], [-2.10273, 3.83987, -1.05106], [-2.36445, 1.99862, 0.78326], [-2.87029, 0.58557, 0.40064], [-4.06288, 0.02411, 0.63710], [-3.99817, -1.31346, 0.29028], [-2.68789, -1.49165, -0.15420], [-2.01839, -0.34255, -0.08994], [-1.22037, 1.82550, 1.79588], [-1.11366, 2.26179, 3.05951], [0.07806, 1.80247, 3.58201], [0.65189, 1.06844, 2.54212], [-0.13549, 1.09126, 1.47133], [-1.17856, 4.92211, -2.74175], [0.50015, 2.74431, -2.66849], [-2.93755, 4.41685, -0.69008], [-3.25957, 2.64847, 1.24057], [-4.86806, 0.61073, 1.04701], [-4.77596, -2.05191, 0.36929], [-2.17897, -2.37990, -0.49828], [-1.89511, 2.86073, 3.49598], [0.47028, 1.96335, 4.56989], [1.57653, 0.51434, 2.53213], [-3.41360, 0.60852, -3.27457], [-3.05264, -0.80051, -3.25405], [-3.94057, -1.85861, -3.25997], [-3.22272, -2.98461, -3.07636], [-1.90031, -2.59716, -2.95926], [-1.79569, -1.25635, -3.09550], [-0.36309, -0.33909, -3.06571], [-0.81337, -3.42306, -2.52119], [-0.22728, -4.32966, -3.38191], [0.83271, -5.07161, -2.88043], [1.24953, -4.85554, -1.57700], [0.58145, -3.91276, -0.80664], [-0.44927, -3.21373, -1.27091], [-4.32881, 0.72853, -3.84879], [-2.60442, 1.17055, -3.73385], [-3.56134, 0.96523, -2.25364], [-4.99929, -1.71239, -3.37360], [-3.52446, -4.01232, -2.98771], [-0.57514, -4.43304, -4.40003], [1.33254, -5.79809, -3.50698], [2.07885, -5.40701, -1.15704], [0.87473, -3.70303, 0.21590], [7.71004, -0.27573, 0.93621], [6.98417, -1.22995, -0.00099], [5.65815, -0.74982, -0.37387], [4.57793, -1.23569, 0.29670], [3.30591, -0.82986, 0.05665], [2.22418, -1.50232, 0.84534], [2.48499, -2.19733, 1.80654], [1.00289, -1.30092, 0.41322], [3.07485, 0.17761, -0.93558], [1.88004, 0.65480, -1.18603], [4.18018, 0.67898, -1.64508], [4.01056, 1.66653, -2.65212], [5.11347, 2.15539, -3.30181], [4.91127, 3.14204, -4.23719], [6.40829, 1.72994, -3.05773], [6.58271, 0.74389, -2.05108], [5.50493, 0.22584, -1.35988], [7.57709, 2.27359, -3.67807], [8.13140, 3.48389, -3.11965], [7.59715, 4.72950, -3.81580], [7.94511, 4.60873, -5.28149], [7.36726, 3.36421, -5.91551], [7.79999, 2.14771, -5.09718], [8.70739, -0.65277, 1.16332], [7.16073, -0.17364, 1.87239], [7.80797, 0.71469, 0.49200], [6.84789, -2.19801, 0.47903], [7.55882, -1.41111, -0.91070], [4.77095, -1.98453, 1.05201], [3.02083, 2.02289, -2.89202], [7.59313, 0.41785, -1.85603], [9.22793, 3.47210, -3.21091], [7.89531, 3.53798, -2.05879], [8.04398, 5.65310, -3.45013], [6.51258, 4.78236, -3.75529], [8.96368, 4.58175, -5.36820], [7.62739, 5.43307, -5.78919], [7.74378, 3.32095, -6.93677], [6.29092, 3.49277, -5.91684], [8.87094, 1.97693, -5.28015], [7.26589, 1.27684, -5.47315]]
}

2.
{
  "formula": "C34H37BN3O2RuSi",
  "method": "the ωB97M-V functional and the def2-TZVPD basis",
  "homo_energy_ha": [-0.2630, -0.2582],
  "gap_ha": [0.246, 0.243],
  "multiplicity": 2,
  "relative_energy_kj_mol": 2.3,
  "elements": ["Ru", "C", "C", "C", "C", "C", "C", "N", "N", "Si", "C", "C", "C", "H", "H", "H", "H", "H", "H", "H", "H", "H", "H", "H", "H", "H", "H", "H", "C", "C", "C", "C", "C", "C", "C", "C", "C", "C", "C", "C", "C", "C", "C", "N", "H", "H", "H", "H", "H", "H", "H", "H", "H", "H", "C", "C", "C", "C", "C", "C", "C", "C", "O", "B", "O", "C", "C", "H", "H", "H", "H", "H", "H", "H", "H", "H", "H", "H", "H"],
  "coordinates": [[-0.29330, 0.03354, -1.99040], [3.79214, -0.33833, -2.85089], [3.07029, 0.97704, -2.87433], [3.69832, 2.12160, -3.32329], [3.00183, 3.33251, -3.28266], [1.73254, 3.39292, -2.76721], [1.14693, 2.19470, -2.30015], [1.81021, 1.00708, -2.41119], [-0.05961, 2.04493, -1.72369], [-0.93703, 3.20131, -0.75559], [0.03526, 3.42127, 0.83255], [-1.13493, 4.88027, -1.57527], [-2.65486, 2.56333, -0.40457], [3.48346, -0.97375, -3.68421], [3.57778, -0.86341, -1.92052], [4.86670, -0.18197, -2.92510], [4.71533, 2.07323, -3.68545], [3.47221, 4.23341, -3.65865], [1.18200, 4.31881, -2.72492], [0.81842, 4.17334, 0.70866], [0.51982, 2.48081, 1.10796], [-0.59490, 3.72919, 1.67003], [-0.22116, 5.47623, -1.55386], [-1.90164, 5.44649, -1.03915], [-1.46114, 4.78458, -2.61383], [-2.70297, 1.47598, -0.43178], [-3.36494, 2.95519, -1.13477], [-2.97982, 2.88691, 0.58774], [-4.10620, 1.32894, -3.66592], [-4.82866, 0.14750, -3.53966], [-4.18923, -1.01565, -3.14584], [-2.82550, -0.98464, -2.86076], [-2.09714, 0.21562, -2.91824], [-2.75812, 1.36635, -3.34274], [-2.03058, -2.19365, -2.56989], [-2.59211, -3.49379, -2.50722], [-1.78848, -4.56997, -2.31652], [-0.39072, -4.38400, -2.20885], [0.52339, -5.45503, -2.06305], [1.86395, -5.21854, -1.98682], [2.35027, -3.89256, -2.04269], [1.48909, -2.84331, -2.16791], [0.09934, -3.06568, -2.26023], [-0.73261, -1.98331, -2.40863], [-4.60799, 2.23325, -3.98845], [-5.88778, 0.13347, -3.76209], [-4.75538, -1.93552, -3.07820], [-2.21337, 2.29935, -3.42900], [-3.66045, -3.61602, -2.60072], [-2.20377, -5.56863, -2.25292], [0.14090, -6.46736, -2.01287], [2.55606, -6.04378, -1.88491], [3.41556, -3.70772, -1.98307], [1.83303, -1.82097, -2.20661], [2.24882, 0.61654, 5.88318], [1.15352, -0.45829, 5.85188], [0.23007, -0.23108, 7.04865], [1.79696, -1.84481, 5.99374], [0.40402, -0.39080, 4.51951], [-0.97756, -0.22991, 4.44478], [-1.66624, -0.17840, 3.22777], [-0.91887, -0.29309, 2.08461], [-1.31736, -0.24943, 0.77079], [-0.12680, -0.34664, 0.02058], [0.96568, -0.50501, 0.86393], [0.45602, -0.44603, 2.14366], [1.14002, -0.50282, 3.32906], [2.75186, 0.61205, 6.85268], [1.82108, 1.60782, 5.72314], [3.00482, 0.44832, 5.11577], [0.81228, -0.29287, 7.96965], [-0.55519, -0.98686, 7.10268], [-0.23825, 0.75427, 7.01298], [2.32770, -1.92187, 6.94552], [2.51123, -2.03621, 5.19175], [1.03635, -2.62700, 5.96034], [-1.55549, -0.12904, 5.35172], [-2.73945, -0.05100, 3.18948], [2.21436, -0.62944, 3.33049]]
}

3.
{
  "formula": "C34H37ClF2KN3O2",
  "method": "the ωB97M-V functional and the def2-TZVPD basis",
  "charge": -2,
  "homo_energy_ha": -0.0751,
  "gap_ha": 0.230,
  "relative_energy_kj_mol": 88.6,
  "elements": ["K", "F", "C", "C", "C", "C", "C", "F", "C", "C", "C", "C", "C", "C", "N", "H", "H", "H", "H", "H", "H", "C", "C", "C", "C", "C", "C", "C", "C", "C", "C", "C", "C", "N", "C", "C", "C", "C", "C", "N", "C", "C", "C", "C", "H", "H", "H", "H", "H", "H", "H", "H", "H", "H", "H", "H", "H", "H", "H", "H", "H", "H", "H", "H", "H", "H", "H", "H", "H", "H", "H", "H", "H", "Cl", "C", "C", "O", "O", "H", "H"],
  "coordinates": [[-17.09031, 5.82559, 7.51442], [-18.34626, 12.22023, 6.42300], [-18.78735, 10.91407, 6.46874], [-17.87408, 9.87889, 6.62962], [-18.31779, 8.55189, 6.41787], [-19.73726, 8.33133, 6.28960], [-20.58341, 9.46458, 6.19629], [-21.89793, 9.28260, 5.99988], [-20.10742, 10.78078, 6.21287], [-20.29516, 7.01025, 6.04666], [-21.50838, 6.79441, 5.30578], [-22.10340, 5.55861, 5.25477], [-21.47695, 4.46083, 5.83442], [-20.29344, 4.69270, 6.53164], [-19.72278, 5.92015, 6.59712], [-16.77610, 10.07602, 6.70766], [-20.89075, 11.51198, 6.14817], [-21.92605, 7.54120, 4.67525], [-23.04897, 5.47915, 4.73682], [-22.02527, 3.47292, 5.89143], [-19.61459, 3.91428, 6.93792], [-19.05187, 4.39194, 2.91738], [-18.29597, 3.10200, 3.36847], [-18.78021, 1.81348, 2.76763], [-16.80010, 3.31454, 3.23073], [-16.15786, 3.35400, 1.98973], [-14.79388, 3.48512, 1.91013], [-14.00537, 3.71276, 3.01973], [-14.64386, 3.69476, 4.26345], [-13.83396, 3.88911, 5.51443], [-12.85680, 5.11538, 5.48827], [-13.02088, 2.64488, 5.86677], [-15.99645, 3.44063, 4.39212], [-16.61485, 3.45675, 5.66481], [-16.73344, 2.28307, 6.19856], [-17.41398, 2.06153, 7.48736], [-17.60022, 0.78175, 8.06550], [-18.09794, 1.04224, 9.35474], [-18.36033, 2.44640, 9.40362], [-17.98241, 3.08484, 8.24603], [-18.99481, 3.21158, 10.50940], [-20.10307, 4.20662, 9.99948], [-17.83322, 4.04512, 11.16908], [-19.69958, 2.33719, 11.56298], [-20.09291, 4.38155, 3.26572], [-19.05394, 4.57533, 1.84290], [-18.56784, 5.16602, 3.45371], [-18.53579, 3.08102, 4.44067], [-18.36069, 1.86830, 1.76514], [-19.81483, 1.58426, 2.74905], [-18.22868, 1.02111, 3.30787], [-16.70577, 3.29366, 1.05307], [-14.36751, 3.39770, 0.88012], [-12.90845, 3.78787, 2.98803], [-14.54290, 4.10671, 6.34520], [-12.19862, 5.04457, 4.67909], [-12.31502, 5.20955, 6.45507], [-13.46881, 6.01941, 5.33041], [-12.41618, 2.33487, 5.03485], [-13.73840, 1.82827, 6.16636], [-12.37815, 2.95197, 6.68093], [-16.38578, 1.32867, 5.68996], [-17.20992, -0.15005, 7.65092], [-18.37641, 0.28054, 10.11149], [-19.66113, 4.89706, 9.28416], [-20.58442, 4.81165, 10.79299], [-20.94505, 3.67114, 9.36954], [-17.35722, 4.74824, 10.52832], [-17.04066, 3.37770, 11.48560], [-18.39491, 4.54964, 11.99080], [-20.39692, 1.70989, 10.99076], [-20.14074, 3.05848, 12.30177], [-19.01008, 1.73055, 12.05828], [-13.18060, 8.44411, 11.15964], [-14.36610, 7.67625, 10.07908], [-13.83289, 6.48809, 9.13435], [-12.61943, 6.44621, 8.89502], [-14.76842, 5.79058, 8.73409], [-14.71084, 8.42785, 9.40891], [-15.16122, 7.25526, 10.68554]]
}